Entry 1:
{
  "formula": "C22H26N4O2RuS3Si",
  "method": "wB97M-V/def2-TZVPD",
  "elements": ["Ru", "C", "C", "S", "C", "C", "S", "H", "H", "H", "H", "H", "H", "N", "C", "C", "C", "C", "C", "C", "S", "O", "O", "N", "C", "N", "C", "C", "C", "N", "H", "H", "H", "H", "H", "H", "H", "H", "H", "C", "Si", "C", "C", "C", "C", "C", "C", "C", "H", "H", "H", "H", "H", "H", "H", "H", "H", "H", "H"],
  "coordinates": [[1.0746, 0.7378, 0.9902], [1.4815, -2.3952, 4.3760], [1.0517, -1.2563, 3.4910], [2.1216, -0.8049, 2.1889], [-0.1178, -0.6058, 3.6471], [-1.0847, -0.9699, 4.7420], [-0.5771, 0.6715, 2.5641], [2.4941, -2.7138, 4.1258], [0.8212, -3.2600, 4.2555], [1.4689, -2.1115, 5.4326], [-1.2801, -2.0457, 4.7494], [-2.0337, -0.4529, 4.6016], [-0.6930, -0.6967, 5.7272], [-4.1058, 4.4264, -4.4727], [-2.9916, 4.0964, -3.6923], [-3.1521, 3.6211, -2.3936], [-2.0503, 3.2502, -1.6394], [-0.7802, 3.3521, -2.1813], [-0.6067, 3.8184, -3.4772], [-1.7054, 4.1857, -4.2289], [0.6339, 2.9453, -1.2113], [1.3798, 4.1528, -0.9459], [0.0587, 2.3406, 0.0198], [1.3707, 1.9394, -2.1446], [2.4957, 1.3038, -1.7646], [2.6946, 0.9202, -0.4702], [3.8919, 0.4096, -0.1644], [4.8632, 0.1682, -1.1086], [4.5125, 0.4569, -2.4205], [3.3704, 1.0202, -2.7534], [-4.9248, 4.6752, -3.9412], [-3.9185, 5.0970, -5.2010], [-4.1475, 3.5320, -1.9736], [-2.1686, 2.8725, -0.6330], [0.3914, 3.8743, -3.8911], [-1.5745, 4.5377, -5.2460], [4.0452, 0.1647, 0.8781], [5.8163, -0.2629, -0.8421], [5.1894, 0.2296, -3.2397], [-1.2761, -0.4332, -1.2029], [0.1473, -1.0725, -0.1344], [1.3705, -1.9196, -1.3017], [-0.5971, -2.4777, 0.9023], [-1.9029, -2.3978, 1.3911], [-2.4587, -3.4208, 2.1479], [-1.7159, -4.5591, 2.4312], [-0.4179, -4.6634, 1.9512], [0.1291, -3.6317, 1.1981], [-1.7690, -1.2643, -1.7173], [-0.8960, 0.2605, -1.9562], [-2.0163, 0.0937, -0.5980], [0.9261, -2.8131, -1.7505], [2.2752, -2.2208, -0.7677], [1.6649, -1.2466, -2.1103], [-2.4877, -1.5061, 1.1966], [-3.4710, -3.3256, 2.5240], [-2.1451, -5.3580, 3.0249], [0.1736, -5.5454, 2.1697], [1.1522, -3.7224, 0.8491]],
  "atomic_forces_ev_per_a": [[-0.1, 0.0, 0.0], [0.0, 0.0, 0.0], [0.0, 0.0, 0.0], [0.0, 0.0, 0.1], [0.0, 0.0, 0.0], [0.0, 0.0, 0.0], [0.0, 0.0, 0.0], [0.0, 0.0, 0.0], [0.0, 0.0, 0.0], [0.0, 0.0, 0.0], [0.0, 0.0, 0.0], [0.0, 0.0, 0.0], [0.0, 0.0, 0.0], [0.0, 0.0, 0.0], [0.0, 0.0, 0.0], [0.0, 0.0, 0.0], [0.0, 0.0, 0.0], [0.0, 0.0, 0.0], [0.0, 0.0, 0.0], [0.0, 0.0, 0.0], [0.0, 0.0, 0.0], [0.0, 0.0, 0.0], [0.0, 0.0, 0.0], [0.0, 0.0, 0.0], [0.0, 0.0, 0.0], [0.1, 0.0, 0.0], [0.0, 0.0, 0.0], [0.0, 0.0, 0.0], [0.0, 0.0, 0.0], [0.0, 0.0, 0.0], [0.0, 0.0, 0.0], [0.0, 0.0, 0.0], [0.0, 0.0, 0.0], [0.0, 0.0, 0.0], [0.0, 0.0, 0.0], [0.0, 0.0, 0.0], [0.0, 0.0, 0.0], [0.0, 0.0, 0.0], [0.0, 0.0, 0.0], [0.0, 0.0, 0.0], [0.0, 0.0, 0.0], [0.0, 0.0, 0.0], [0.0, 0.0, 0.0], [0.0, 0.0, 0.0], [0.0, 0.0, 0.0], [0.0, 0.0, 0.0], [0.0, 0.0, 0.0], [0.0, 0.0, 0.0], [0.0, 0.0, 0.0], [0.0, 0.0, 0.0], [0.0, 0.0, 0.0], [0.0, 0.0, 0.0], [0.0, 0.0, 0.0], [0.0, 0.0, 0.0], [0.0, 0.0, 0.0], [0.0, 0.0, 0.0], [0.0, 0.0, 0.0], [0.0, 0.0, 0.0], [0.0, 0.0, 0.0]],
  "nbo_charge": [0.079, -0.639, -0.258, 0.019, -0.178, -0.645, -0.060, 0.214, 0.214, 0.201, 0.213, 0.218, 0.202, -0.801, 0.169, -0.268, -0.177, -0.275, -0.169, -0.267, 2.306, -0.954, -0.965, -0.938, 0.584, -0.527, 0.117, -0.373, 0.097, -0.472, 0.372, 0.371, 0.204, 0.250, 0.239, 0.202, 0.222, 0.218, 0.181, -1.162, 1.532, -1.167, -0.392, -0.225, -0.222, -0.237, -0.237, -0.219, 0.220, 0.242, 0.233, 0.223, 0.232, 0.234, 0.216, 0.199, 0.198, 0.199, 0.209],
  "lumo_energy_ev": [2.6, 2.6],
  "spin_multiplicity": 2,
  "s_squared": 0.761,
  "relative_energy_kcal_mol": 0.0,
  "orbital_gap_ev": [6.25, 6.52],
  "e_homo_ha": [-0.13227, -0.14240],
  "total_charge": -1,
  "mol_weight_g_mol": 603.833
}


Entry 2:
{
  "formula": "C29H13CrF10IN3S",
  "method": "wB97M-V/def2-TZVPD",
  "elements": ["Cr", "C", "C", "C", "C", "C", "C", "N", "N", "C", "C", "C", "C", "C", "C", "H", "H", "H", "H", "H", "H", "H", "H", "H", "F", "C", "C", "F", "C", "F", "C", "S", "C", "F", "C", "F", "F", "C", "C", "C", "F", "C", "F", "C", "F", "C", "F", "I", "C", "C", "C", "C", "N", "C", "H", "H", "H", "H"],
  "coordinates": [[-0.2203, 0.1038, -0.4764], [-0.3611, -4.2325, 2.9125], [0.3402, -4.1206, 1.7190], [-0.0389, -3.1808, 0.7722], [-1.1360, -2.3721, 1.0313], [-1.8568, -2.4827, 2.2109], [-1.4579, -3.4177, 3.1553], [-1.4829, -1.3335, 0.1028], [-2.6745, -1.3316, -0.2781], [-2.9485, -0.2052, -1.0704], [-4.2249, -0.0499, -1.6014], [-4.4915, 1.0816, -2.3485], [-3.4915, 2.0344, -2.5448], [-2.2241, 1.8657, -2.0058], [-1.9244, 0.7281, -1.2589], [-0.0520, -4.9574, 3.6542], [1.1871, -4.7651, 1.5219], [0.5035, -3.0722, -0.1583], [-2.7012, -1.8288, 2.3821], [-2.0042, -3.5061, 4.0852], [-4.9776, -0.8052, -1.4169], [-5.4742, 1.2345, -2.7740], [-3.7118, 2.9225, -3.1246], [-1.4719, 2.6300, -2.1665], [3.5971, 2.6552, -5.3611], [2.8680, 1.7844, -4.6677], [2.2686, 2.1665, -3.4806], [2.4122, 3.4057, -3.0182], [1.5226, 1.2332, -2.7890], [0.9556, 1.6364, -1.6140], [1.3268, -0.0697, -3.2076], [0.3143, -1.1876, -2.3039], [1.9474, -0.4182, -4.4042], [1.8173, -1.6544, -4.8859], [2.7056, 0.4858, -5.1266], [3.2845, 0.1164, -6.2668], [1.5262, 2.4907, 0.6910], [0.3620, 2.4419, 1.3825], [-0.5941, 1.4875, 1.0677], [-1.7070, 1.5265, 1.8936], [-2.7107, 0.6379, 1.7401], [-1.8803, 2.4296, 2.9302], [-2.9798, 2.4047, 3.6906], [-0.8936, 3.3634, 3.1875], [-1.0348, 4.2396, 4.1818], [0.2464, 3.3676, 2.4056], [1.2173, 4.2535, 2.6519], [2.1300, -1.3871, 4.8855], [2.4526, -1.0407, 2.8691], [3.7081, -1.1737, 2.2966], [3.8459, -0.9437, 0.9386], [2.7295, -0.5951, 0.2015], [1.5245, -0.4524, 0.7572], [1.3870, -0.6700, 2.0676], [4.5605, -1.4546, 2.9007], [4.8056, -1.0377, 0.4509], [2.7852, -0.4342, -0.8671], [0.3948, -0.5466, 2.4797]],
  "atomic_forces_ev_per_a": [[0.2, -0.2, -0.3], [0.0, 0.0, 0.0], [0.0, 0.0, 0.0], [0.0, 0.0, 0.0], [-0.1, 0.0, -0.1], [0.0, -0.1, 0.0], [0.0, 0.0, 0.0], [0.1, 0.0, 0.2], [0.0, 0.1, -0.1], [0.0, -0.2, 0.1], [0.0, 0.0, 0.0], [0.0, 0.0, 0.0], [0.0, 0.0, 0.0], [0.0, 0.0, 0.0], [-0.1, 0.2, 0.0], [0.0, 0.0, 0.0], [0.0, 0.0, 0.0], [0.0, 0.0, 0.0], [0.0, 0.0, 0.0], [0.0, 0.0, 0.0], [0.0, 0.0, 0.0], [0.0, 0.0, 0.0], [0.0, 0.0, 0.0], [0.0, 0.0, 0.0], [0.0, 0.0, 0.0], [0.0, 0.0, 0.0], [0.0, 0.0, 0.0], [0.0, 0.0, 0.0], [0.0, 0.1, 0.0], [-0.1, -0.1, 0.0], [0.0, -0.1, 0.0], [0.1, 0.1, 0.1], [0.0, 0.0, 0.0], [0.0, 0.0, 0.0], [0.0, 0.0, 0.0], [0.0, 0.0, 0.0], [0.0, 0.0, 0.0], [0.0, 0.0, 0.0], [0.0, 0.0, 0.0], [0.0, 0.0, 0.1], [0.0, 0.0, 0.0], [0.0, 0.0, 0.0], [0.0, 0.0, 0.0], [0.0, 0.0, 0.0], [0.0, 0.0, 0.0], [0.0, 0.0, 0.0], [0.0, 0.0, 0.0], [0.0, 0.0, 0.1], [0.0, 0.0, -0.1], [0.0, 0.0, 0.1], [0.0, 0.0, -0.1], [0.0, 0.0, 0.0], [-0.1, 0.0, 0.1], [0.1, 0.0, 0.0], [0.0, 0.0, 0.0], [0.0, 0.0, 0.0], [0.0, 0.0, 0.0], [0.0, 0.0, 0.0]],
  "nbo_charge": [0.846, -0.209, -0.205, -0.238, 0.176, -0.237, -0.190, -0.206, -0.117, 0.102, -0.193, -0.225, -0.165, -0.234, -0.228, 0.220, 0.220, 0.235, 0.244, 0.221, 0.227, 0.217, 0.213, 0.207, -0.279, 0.273, 0.286, -0.278, 0.283, -0.297, -0.295, -0.072, 0.374, -0.292, 0.265, -0.282, -0.337, 0.361, -0.472, 0.376, -0.338, 0.242, -0.293, 0.284, -0.287, 0.243, -0.293, 0.203, -0.193, -0.172, -0.227, 0.070, -0.494, 0.044, 0.237, 0.235, 0.213, 0.232],
  "lumo_energy_ev": [-1.1, -0.8],
  "spin_multiplicity": 2,
  "s_squared": 0.768,
  "relative_energy_kcal_mol": 0.0,
  "orbital_gap_ev": [7.29, 7.56],
  "e_homo_ha": [-0.30997, -0.30669],
  "mol_weight_g_mol": 804.391
}


Entry 3:
{
  "formula": "C4H6N2O",
  "method": "wB97M-V/def2-TZVPD",
  "elements": ["C", "O", "C", "N", "N", "C", "C", "H", "H", "H", "H", "H", "H"],
  "coordinates": [[1.4040, -1.6383, -0.7850], [1.5023, -0.2556, -0.4606], [0.3964, 0.2755, 0.1212], [-0.7668, -0.4397, 0.3563], [-1.5739, 0.5024, 0.8668], [-1.0699, 1.7553, 0.8430], [0.2739, 1.7762, 0.3835], [2.4012, -1.9296, -1.1200], [1.1096, -2.2153, 0.0979], [0.6701, -1.8122, -1.5830], [-2.5333, 0.2346, 1.0780], [-1.6454, 2.6021, 1.2137], [-0.1680, 1.1447, -1.0118]],
  "atomic_forces_ev_per_a": [[0.1, -0.3, 0.0], [-0.8, 0.0, 1.1], [-1.4, 1.0, -1.9], [1.3, 0.5, 0.5], [0.2, 0.4, -0.2], [-0.3, -0.6, 0.1], [-0.2, -1.9, -2.0], [-0.2, 0.0, 0.1], [0.1, 0.0, -0.2], [0.1, 0.1, 0.1], [0.4, 0.1, 0.0], [0.0, -0.4, -0.1], [0.9, 1.0, 2.5]],
  "nbo_charge": [-0.258, -0.486, 0.318, -0.359, -0.287, -0.075, -0.375, 0.199, 0.191, 0.182, 0.414, 0.222, 0.315],
  "lumo_energy_ev": 0.2,
  "relative_energy_kcal_mol": 134.2,
  "orbital_gap_ev": 8.84,
  "e_homo_ha": -0.31624,
  "mol_weight_g_mol": 98.105
}


Entry 4:
{
  "formula": "C4H7NO",
  "method": "wB97M-V/def2-TZVPD",
  "elements": ["C", "N", "C", "C", "C", "O", "H", "H", "H", "H", "H", "H", "H"],
  "coordinates": [[1.2608, 0.6838, 0.8939], [0.7035, -0.9681, 1.0651], [0.7829, -0.3624, -0.1550], [-0.4824, 0.0361, -0.9056], [-1.7610, -0.5771, -0.5469], [-1.4436, 0.7509, -0.1522], [0.5758, 1.5312, 0.8747], [2.3254, 0.8862, 0.7996], [1.0888, 0.2211, 1.9172], [1.6007, -0.6397, -0.8433], [-0.3329, 0.4062, -1.9224], [-2.5515, -0.6666, -1.2913], [-1.7666, -1.3015, 0.2661]],
  "atomic_forces_ev_per_a": [[0.2, 0.3, -0.1], [0.0, 0.1, -0.1], [0.0, -0.1, -0.1], [0.2, 0.0, -0.1], [-0.2, -0.3, -0.1], [-0.1, 0.2, 0.1], [0.1, -0.2, 0.0], [-0.2, -0.1, 0.0], [0.0, -0.1, 0.1], [-0.1, 0.0, 0.1], [0.0, -0.1, 0.2], [0.1, 0.0, 0.1], [0.0, 0.1, -0.1]],
  "nbo_charge": [-0.518, -0.409, -0.093, 0.020, -0.101, -0.492, 0.257, 0.233, 0.363, 0.172, 0.184, 0.182, 0.202],
  "lumo_energy_ev": 1.0,
  "relative_energy_kcal_mol": 133.1,
  "orbital_gap_ev": 9.51,
  "e_homo_ha": -0.31397,
  "mol_weight_g_mol": 85.106
}


Entry 5:
{
  "formula": "C7H8",
  "method": "wB97M-V/def2-TZVPD",
  "elements": ["C", "C", "C", "C", "C", "C", "C", "H", "H", "H", "H", "H", "H", "H", "H"],
  "coordinates": [[0.9678, -1.6574, 1.2149], [0.3389, -0.5436, 0.3711], [-1.0319, -0.4376, 0.2873], [-1.6399, 0.6662, -0.3137], [-0.9034, 1.4794, -1.1798], [0.4860, 1.3828, -1.0482], [1.1199, 0.3367, -0.3981], [1.9628, -1.8738, 0.8400], [0.3502, -2.5518, 1.0888], [0.8864, -1.3675, 2.2557], [-1.7122, -1.1750, 0.7007], [-2.6235, 1.0335, -0.0265], [-1.3867, 2.1451, -1.8791], [0.9918, 2.1614, -1.6139], [2.1939, 0.4019, -0.2993]],
  "atomic_forces_ev_per_a": [[-1.1, 0.4, -1.2], [1.0, -1.1, -0.8], [-1.0, 0.8, 0.4], [0.1, 0.6, -0.7], [0.4, -0.8, 1.6], [-0.6, 0.3, -2.0], [-0.6, 1.1, 1.4], [0.2, 0.0, 0.5], [0.2, 0.0, 0.1], [0.5, -0.1, 0.2], [0.3, 0.0, 0.6], [-0.4, -0.9, -0.6], [0.1, 0.5, 0.4], [0.7, -0.4, 0.1], [0.1, -0.4, 0.0]],
  "nbo_charge": [-0.628, 0.003, -0.237, -0.186, -0.226, -0.199, -0.238, 0.218, 0.215, 0.223, 0.210, 0.211, 0.215, 0.208, 0.212],
  "lumo_energy_ev": 1.1,
  "relative_energy_kcal_mol": 15.8,
  "orbital_gap_ev": 10.03,
  "e_homo_ha": -0.32702,
  "mol_weight_g_mol": 92.141
}